Model A:
20
Properties=species:S:1:pos:R:3:nbo_charge:R:1 method="wB97M-V/def2-TZVPD" spin_multiplicity=1 gap_ev=9.050
C 1.410 -0.117 1.134 -0.597
C 1.481 -0.225 -1.393 -0.625
C -0.457 0.901 -0.170 0.234
C -1.454 0.814 0.698 -0.036
C 0.592 -0.175 -0.153 -0.174
C -0.338 -1.475 -0.155 0.183
C -2.364 0.975 1.607 -0.420
O -0.516 1.792 -1.209 -0.669
N -1.309 -1.793 -0.882 -0.607
H 0.177 1.589 -1.849 0.481
H -1.792 -1.016 -1.344 0.342
H 0.133 -2.266 0.428 0.153
H 2.081 -0.978 1.199 0.208
H 2.006 0.793 1.161 0.217
H 0.886 -0.325 -2.305 0.218
H 2.115 0.659 -1.468 0.215
H 2.114 -1.112 -1.333 0.234
H 0.760 -0.117 2.004 0.227
H -2.220 1.631 2.457 0.208
H -3.306 0.443 1.573 0.209

Model B:
20
Properties=species:S:1:pos:R:3:nbo_charge:R:1 method="wB97M-V/def2-TZVPD" spin_multiplicity=1 gap_ev=9.750
C 2.312 -0.987 0.111 -0.574
C 1.126 -0.263 0.063 -0.096
C 1.149 1.380 -0.550 -0.112
C -0.834 0.666 0.035 0.085
C -2.210 0.025 0.086 -0.261
C -0.099 -1.129 -0.097 -0.091
C 0.023 -0.220 0.936 -0.273
H 2.991 -0.312 -0.722 0.220
H 2.858 -1.082 1.159 0.236
H 2.220 -2.308 -0.568 0.195
H 0.956 1.239 -1.678 0.168
H 2.159 1.866 -0.627 0.218
H -0.717 0.324 -0.935 0.179
H -2.907 0.829 -0.440 0.227
H -2.764 -0.101 1.165 0.201
H -1.751 -1.336 -1.515 0.365
H -0.109 -2.204 -0.101 0.219
H -0.225 -0.199 2.042 0.228
N -1.585 -1.210 -0.467 -0.624
O -0.052 1.865 0.248 -0.511

Model C:
20
Properties=species:S:1:pos:R:3:nbo_charge:R:1 method="wB97M-V/def2-TZVPD" spin_multiplicity=1 gap_ev="7.851 / 7.853"
C -0.143 -0.269 -2.358 -0.701
C 0.176 -0.913 2.201 -0.684
C -2.249 0.416 0.251 -0.653
C 1.478 0.075 0.114 0.475
C 0.111 0.077 -0.946 0.208
C 0.232 -0.028 1.009 0.146
C -0.775 0.294 0.119 -0.097
N 2.302 1.234 0.206 -0.847
O 1.908 -1.034 -0.359 -0.727
H 3.031 1.181 -0.495 0.380
H 1.780 2.097 0.119 0.369
H -0.031 0.619 -2.987 0.248
H 0.637 -0.967 -2.672 0.267
H -1.123 -0.717 -2.547 0.210
H 0.529 -1.909 1.926 0.264
H 0.867 -0.536 2.959 0.240
H -0.830 -0.993 2.610 0.215
H -2.548 1.464 0.176 0.235
H -2.759 -0.135 -0.542 0.228
H -2.593 0.043 1.216 0.223

What should be chosen as the least stable of them? Choose model B.

Model A:
108
Properties=species:S:1:pos:R:3:lowdin_charge:R:1 method="wB97M-V/def2-TZVPD" spin_multiplicity=1 gap_ev=6.698
Sr -1.229 0.263 -0.668 1.532
C 2.633 -5.360 -3.936 -0.057
C 1.974 -4.013 -3.834 -0.268
C 1.018 -3.596 -4.694 -0.003
C 0.338 -2.335 -4.558 -0.112
C -0.696 -2.134 -5.453 -0.018
N -1.716 -1.272 -5.471 0.062
C -2.350 -0.660 -4.303 -0.169
C -2.671 0.814 -4.493 -0.144
C -1.449 1.651 -4.839 -0.161
N -1.808 3.067 -4.916 0.071
C -1.256 4.108 -4.338 -0.010
C -0.334 4.242 -3.287 -0.107
C 0.333 5.502 -3.260 -0.005
C 1.281 5.812 -2.337 -0.273
C 2.021 7.121 -2.326 -0.053
C 1.536 4.837 -1.346 0.022
C 0.893 3.629 -1.252 -0.088
C 1.260 2.831 -0.074 -0.104
N 0.863 1.683 0.290 -0.010
C 1.345 1.229 1.596 -0.211
C 1.880 -0.197 1.558 -0.161
C 3.020 -0.398 0.544 -0.220
N 2.643 -1.403 -0.440 0.063
C 2.244 -0.979 -1.565 -0.122
C 1.810 -1.886 -2.637 -0.124
C 2.348 -3.122 -2.781 0.040
C 0.769 -1.399 -3.529 -0.326
O 0.330 -0.238 -3.412 -0.035
C -0.125 3.270 -2.228 -0.295
O -0.821 2.236 -2.142 -0.129
H 2.259 -5.915 -4.795 0.072
H 2.442 -5.956 -3.041 0.079
H 3.717 -5.265 -4.038 0.077
H 0.699 -4.254 -5.496 0.116
H -0.706 -2.807 -6.308 0.133
H -2.318 -1.363 -6.274 0.142
H -1.694 -0.807 -3.457 0.072
H -3.272 -1.207 -4.093 0.136
H -3.101 1.173 -3.555 0.112
H -3.438 0.940 -5.268 0.115
H -1.057 1.372 -5.820 0.134
H -0.662 1.510 -4.113 0.082
H -2.495 3.288 -5.621 0.152
H -1.569 5.045 -4.791 0.138
H 0.087 6.224 -4.033 0.117
H 1.672 7.774 -3.125 0.074
H 3.094 6.970 -2.463 0.081
H 1.883 7.646 -1.379 0.081
H 2.272 5.075 -0.583 0.124
H 1.973 3.361 0.573 0.120
H 0.500 1.281 2.288 0.113
H 2.118 1.912 1.974 0.115
H 1.071 -0.887 1.313 0.076
H 2.199 -0.458 2.569 0.115
H 3.922 -0.747 1.049 0.107
H 3.261 0.559 0.060 0.104
H 2.184 0.092 -1.790 0.124
H 3.108 -3.432 -2.071 0.124
C -4.955 -5.297 1.995 -0.017
C -5.651 -5.038 0.665 -0.305
C -7.168 -4.993 0.770 -0.136
C -7.612 -3.810 1.618 -0.132
C -6.989 -2.536 1.112 -0.131
C -7.572 -1.316 1.363 0.051
C -6.989 -0.145 0.886 -0.255
F -7.599 1.022 1.169 0.065
C -5.844 -0.155 0.147 0.081
C -5.237 -1.386 -0.135 -0.039
C -3.999 -1.395 -0.926 -0.312
O -3.557 -0.323 -1.393 -0.115
C -3.391 -2.676 -1.109 -0.027
C -4.015 -3.782 -0.615 0.036
N -5.166 -3.776 0.079 0.018
C -5.797 -2.572 0.357 -0.072
C -2.053 -2.904 -1.802 -0.638
O -1.879 -3.995 -2.347 0.026
O -1.209 -1.962 -1.686 -0.206
H -5.329 -6.218 2.446 0.091
H -5.120 -4.473 2.692 0.085
H -3.880 -5.394 1.850 0.066
H -5.370 -5.820 -0.043 0.148
H -7.522 -5.933 1.196 0.121
H -7.591 -4.906 -0.234 0.128
H -7.330 -3.971 2.662 0.120
H -8.699 -3.715 1.602 0.121
H -8.490 -1.250 1.934 0.132
H -5.385 0.755 -0.214 0.137
H -3.561 -4.751 -0.790 0.150
O -2.105 1.481 3.525 0.023
C -2.146 0.875 2.456 -0.672
O -2.204 1.338 1.281 -0.186
C -2.075 -0.657 2.584 -0.173
C -2.651 -1.254 3.735 0.009
C -2.535 -2.595 3.908 -0.007
C -1.799 -3.360 2.968 -0.166
C -1.580 -4.748 3.115 -0.065
C -0.848 -5.437 2.189 -0.086
C -0.293 -4.760 1.082 -0.054
C -0.478 -3.416 0.921 -0.011
C -1.249 -2.686 1.856 -0.201
N -1.430 -1.339 1.667 0.125
H -3.150 -0.608 4.443 0.117
H -2.973 -3.093 4.767 0.116
H -2.001 -5.254 3.977 0.112
H -0.683 -6.501 2.307 0.101
H 0.286 -5.309 0.351 0.109
H -0.057 -2.896 0.071 0.097

Model B:
108
Properties=species:S:1:pos:R:3:lowdin_charge:R:1 method="wB97M-V/def2-TZVPD" spin_multiplicity=1 gap_ev=7.191
Sr 0.521 -0.021 0.195 1.599
C 6.132 0.374 5.332 -0.057
C 5.070 0.007 4.340 -0.281
C 5.082 -1.183 3.670 -0.004
C 4.044 -1.581 2.788 -0.116
C 4.201 -2.851 2.221 -0.012
N 3.317 -3.708 1.751 0.083
C 1.893 -3.692 1.957 -0.167
C 1.564 -3.744 3.454 -0.128
C 0.058 -3.621 3.679 -0.158
N -0.366 -2.252 3.583 0.095
C -1.292 -1.703 4.317 0.010
C -1.800 -0.411 4.121 -0.112
C -2.750 0.108 5.026 0.004
C -3.312 1.344 4.852 -0.280
C -4.310 1.915 5.815 -0.058
C -2.925 2.094 3.729 0.025
C -2.008 1.647 2.802 -0.102
C -1.630 2.528 1.724 -0.103
N -0.899 2.223 0.741 -0.002
C -0.565 3.239 -0.199 -0.233
C 0.915 3.153 -0.536 -0.164
C 1.793 3.193 0.705 -0.211
N 1.937 1.900 1.310 0.003
C 2.492 1.854 2.446 -0.107
C 3.132 0.696 3.024 -0.094
C 4.081 0.941 3.990 0.020
C 2.987 -0.630 2.430 -0.280
O 2.085 -0.904 1.634 -0.142
C -1.369 0.360 2.967 -0.281
O -0.478 -0.059 2.203 -0.196
H 6.590 -0.518 5.751 0.074
H 5.714 0.971 6.139 0.076
H 6.911 0.963 4.846 0.082
H 5.884 -1.884 3.852 0.117
H 5.220 -3.233 2.224 0.140
H 3.683 -4.525 1.282 0.156
H 1.455 -4.556 1.458 0.134
H 1.458 -2.792 1.504 0.084
H 2.081 -2.937 3.978 0.113
H 1.904 -4.696 3.870 0.118
H -0.228 -4.015 4.658 0.126
H -0.455 -4.189 2.888 0.109
H -0.044 -1.683 2.783 0.117
H -1.698 -2.290 5.137 0.144
H -3.017 -0.492 5.886 0.118
H -4.386 1.292 6.703 0.073
H -5.293 1.979 5.348 0.081
H -4.019 2.920 6.116 0.078
H -3.360 3.078 3.603 0.123
H -2.021 3.558 1.827 0.133
H -0.820 4.247 0.179 0.120
H -1.142 3.071 -1.113 0.113
H 1.186 3.964 -1.213 0.125
H 1.104 2.212 -1.039 0.066
H 1.429 3.944 1.427 0.125
H 2.799 3.504 0.395 0.132
H 2.715 2.788 2.994 0.131
H 4.129 1.926 4.441 0.121
C 3.115 1.563 -7.022 -0.048
C 1.607 1.351 -6.934 -0.311
C 1.151 0.446 -8.078 -0.147
C -0.366 0.355 -8.091 -0.137
C -0.861 -0.052 -6.731 -0.138
C -2.078 -0.692 -6.611 0.044
C -2.552 -1.061 -5.358 -0.252
F -3.736 -1.711 -5.287 0.057
C -1.852 -0.769 -4.213 0.077
C -0.615 -0.129 -4.312 -0.030
C 0.125 0.181 -3.073 -0.298
O -0.429 0.196 -1.974 -0.092
C 1.500 0.510 -3.304 -0.016
C 1.931 0.822 -4.549 0.033
N 1.165 0.774 -5.666 0.012
C -0.092 0.213 -5.578 -0.077
C 2.519 0.559 -2.144 -0.664
O 3.554 1.185 -2.360 0.013
O 2.195 -0.056 -1.110 -0.231
H 3.353 1.935 -8.015 0.083
H 3.646 0.626 -6.872 0.095
H 3.472 2.295 -6.305 0.081
H 1.110 2.328 -7.041 0.160
H 1.576 -0.550 -7.936 0.135
H 1.520 0.845 -9.023 0.119
H -0.698 -0.365 -8.840 0.119
H -0.795 1.328 -8.359 0.127
H -2.660 -0.922 -7.491 0.128
H -2.225 -1.037 -3.237 0.129
H 2.953 1.147 -4.645 0.125
O -1.022 -3.967 0.968 -0.010
C -1.006 -2.810 0.523 -0.609
O 0.012 -2.147 0.218 -0.216
C -2.350 -2.110 0.357 -0.164
C -3.547 -2.798 0.662 0.013
C -4.739 -2.155 0.494 -0.004
C -4.744 -0.834 -0.004 -0.151
C -5.920 -0.101 -0.254 -0.041
C -5.854 1.172 -0.749 -0.087
C -4.611 1.751 -1.052 -0.071
C -3.453 1.062 -0.833 -0.015
C -3.484 -0.234 -0.284 -0.203
N -2.323 -0.877 -0.071 0.171
H -3.477 -3.813 1.021 0.112
H -5.678 -2.642 0.723 0.113
H -6.877 -0.568 -0.063 0.109
H -6.758 1.732 -0.932 0.099
H -4.591 2.747 -1.471 0.102
H -2.487 1.454 -1.091 0.077

What should be chosen as the least stable of them? Choose model B.

Model A:
9
Properties=species:S:1:pos:R:3:nbo_charge:R:1 method="wB97M-V/def2-TZVPD" smiles=NOPN spin_multiplicity=1 gap_ev=10.125
N 1.898 -0.300 0.369 -0.497
N -1.785 0.311 0.202 -1.113
O 0.704 -0.109 -0.401 -0.712
P -0.668 -1.024 -0.149 1.006
H 1.582 0.001 1.369 0.328
H 2.481 0.452 -0.029 0.353
H -1.264 0.912 0.793 0.364
H -1.857 0.873 -0.675 0.366
H -1.093 -1.117 -1.479 -0.094

Model B:
9
Properties=species:S:1:pos:R:3:nbo_charge:R:1 method="wB97M-V/def2-TZVPD" spin_multiplicity=1 gap_ev=10.349
N -0.619 -0.813 -0.681 -1.053
N 1.550 1.021 0.066 -1.247
O 0.267 -0.300 1.926 -1.081
P 0.262 0.636 0.796 1.937
H -1.075 -0.735 -1.610 0.398
H 0.249 -1.366 -0.708 0.405
H -1.153 -1.586 -0.273 0.391
H 1.456 1.835 -0.379 0.357
H -0.937 1.307 0.863 -0.106

What should be chosen as the least stable of them? Choose model A.

Model A:
76
Properties=species:S:1:pos:R:3:lowdin_charge:R:1 method="wB97M-V/def2-TZVPD" spin_multiplicity=1 charge=+1 gap_ev=6.479
Ta 0.577 0.362 0.381 0.960
N 0.915 -3.967 1.508 0.207
C 0.251 -3.720 2.695 -0.165
C -0.134 -4.571 3.723 -0.004
C -0.831 -3.996 4.764 -0.066
C -1.138 -2.627 4.769 -0.059
C -0.738 -1.786 3.754 -0.027
C -0.011 -2.344 2.702 -0.225
N 0.533 -1.782 1.550 -0.069
C 1.027 -2.789 0.862 -0.299
C 1.540 -2.589 -0.478 -0.347
C 2.175 -3.451 -1.312 -0.295
S 2.564 -2.660 -2.776 1.121
C 1.858 -1.233 -2.200 -0.493
N 1.357 -1.323 -0.996 -0.200
H 1.211 -4.865 1.167 0.173
H 0.092 -5.628 3.706 0.116
H -1.160 -4.614 5.588 0.111
H -1.706 -2.222 5.596 0.112
H -0.994 -0.737 3.762 0.084
H 2.427 -4.484 -1.141 0.090
H 1.825 -0.329 -2.788 0.064
S 0.624 1.120 2.628 0.607
C 1.893 0.215 3.450 -0.641
C 1.882 0.110 4.837 -0.111
C 2.881 -0.598 5.482 -0.075
C 3.893 -1.193 4.739 -0.074
C 3.914 -1.082 3.359 -0.105
C 2.915 -0.366 2.703 -0.646
S 2.949 -0.154 0.967 0.736
H 1.084 0.575 5.403 0.110
H 2.872 -0.686 6.559 0.108
H 4.679 -1.742 5.241 0.108
H 4.710 -1.537 2.785 0.104
Br -1.287 2.474 0.814 0.837
C -0.106 3.871 0.253 -0.521
C -0.520 5.153 0.452 -0.113
C 0.280 6.207 -0.024 -0.063
C 1.428 5.925 -0.703 -0.021
C 1.853 4.592 -0.914 -0.155
C 3.029 4.332 -1.654 -0.024
C 3.442 3.049 -1.837 -0.062
C 2.724 1.988 -1.253 -0.200
C 1.564 2.150 -0.526 -0.399
C 1.098 3.501 -0.394 -0.234
H -1.452 5.359 0.961 0.106
H -0.032 7.228 0.140 0.112
H 2.043 6.726 -1.094 0.119
H 3.585 5.166 -2.062 0.118
H 4.341 2.835 -2.400 0.110
H 3.176 1.007 -1.351 0.041
C -3.433 2.324 -3.240 -0.059
C -4.230 1.741 -2.094 -0.408
C -5.411 0.904 -2.534 -0.038
O -3.396 0.960 -1.171 -0.324
P -2.199 0.001 -1.493 -0.028
S -1.680 -0.900 0.223 0.413
S -0.502 0.953 -1.997 0.418
O -2.833 -0.940 -2.589 -0.267
C -2.258 -1.978 -3.441 -0.407
C -1.437 -2.965 -2.640 -0.054
C -1.498 -1.349 -4.590 -0.044
H -4.087 2.968 -3.827 0.096
H -3.058 1.542 -3.905 0.070
H -2.593 2.918 -2.884 0.069
H -4.577 2.548 -1.447 0.145
H -5.106 0.115 -3.220 0.078
H -6.127 1.547 -3.047 0.092
H -5.909 0.459 -1.674 0.091
H -3.152 -2.473 -3.819 0.149
H -0.547 -2.485 -2.235 0.036
H -1.122 -3.776 -3.297 0.097
H -2.014 -3.386 -1.818 0.087
H -0.562 -0.905 -4.252 0.047
H -2.097 -0.578 -5.072 0.086
H -1.274 -2.115 -5.332 0.094

Model B:
76
Properties=species:S:1:pos:R:3:lowdin_charge:R:1 method="wB97M-V/def2-TZVPD" spin_multiplicity=1 charge=+1 gap_ev=6.928
Ta 0.013 -0.383 1.069 0.916
N 0.949 1.148 5.072 0.206
C 2.096 1.713 4.535 -0.165
C 3.075 2.514 5.106 -0.004
C 4.122 2.877 4.284 -0.063
C 4.187 2.448 2.951 -0.054
C 3.209 1.654 2.389 0.002
C 2.136 1.294 3.200 -0.188
N 1.020 0.500 2.953 0.023
C 0.355 0.440 4.098 -0.276
C -0.874 -0.328 4.172 -0.340
C -1.696 -0.648 5.204 -0.288
S -2.997 -1.602 4.636 1.130
C -2.379 -1.522 3.058 -0.478
N -1.269 -0.842 2.960 -0.286
H 0.618 1.252 6.017 0.178
H 3.025 2.830 6.139 0.118
H 4.913 3.500 4.677 0.112
H 5.033 2.744 2.347 0.113
H 3.273 1.320 1.366 0.074
H -1.606 -0.385 6.244 0.090
H -2.844 -2.012 2.215 0.088
S 2.107 -1.051 0.182 0.717
C 2.506 -2.721 0.468 -0.659
C 3.721 -3.259 0.051 -0.097
C 3.963 -4.605 0.249 -0.070
C 3.001 -5.415 0.854 -0.069
C 1.796 -4.883 1.272 -0.099
C 1.550 -3.526 1.078 -0.700
S 0.083 -2.754 1.561 0.659
H 4.458 -2.626 -0.424 0.109
H 4.904 -5.033 -0.069 0.108
H 3.198 -6.469 0.995 0.109
H 1.046 -5.507 1.739 0.109
Br -1.840 1.647 1.745 0.946
C -1.411 2.867 0.357 -0.557
C -2.296 3.882 0.145 -0.116
C -1.991 4.853 -0.818 -0.061
C -0.807 4.759 -1.487 -0.021
C 0.102 3.700 -1.250 -0.173
C 1.320 3.684 -1.964 -0.027
C 2.196 2.676 -1.734 -0.060
C 1.869 1.641 -0.835 -0.228
C 0.706 1.529 -0.097 -0.270
C -0.185 2.662 -0.307 -0.251
H -3.212 3.939 0.716 0.105
H -2.680 5.665 -1.005 0.113
H -0.532 5.504 -2.222 0.120
H 1.531 4.480 -2.667 0.120
H 3.147 2.638 -2.251 0.114
H 2.631 0.881 -0.772 -0.004
C -4.630 -1.226 -2.346 -0.062
C -4.117 -2.620 -2.647 -0.414
C -4.087 -2.948 -4.126 -0.039
O -2.808 -2.890 -2.053 -0.305
P -1.450 -2.101 -2.099 -0.029
S 0.092 -3.231 -1.985 0.396
S -1.726 -0.670 -0.493 0.311
O -1.643 -1.154 -3.349 -0.309
C -0.798 -0.109 -3.918 -0.407
C 0.674 -0.318 -3.639 -0.070
C -1.302 1.237 -3.436 -0.040
H -5.649 -1.148 -2.725 0.092
H -4.026 -0.464 -2.835 0.065
H -4.648 -1.031 -1.274 0.064
H -4.741 -3.350 -2.130 0.143
H -3.511 -2.211 -4.681 0.077
H -5.107 -2.956 -4.513 0.090
H -3.653 -3.934 -4.287 0.091
H -0.987 -0.218 -4.988 0.148
H 0.893 -0.218 -2.574 0.042
H 1.232 0.451 -4.176 0.094
H 1.012 -1.296 -3.973 0.065
H -1.109 1.365 -2.369 0.040
H -2.371 1.340 -3.618 0.086
H -0.782 2.030 -3.974 0.093

What should be chosen as the least stable of them? Choose model B.

Model A:
20
Properties=species:S:1:pos:R:3:nbo_charge:R:1 method="wB97M-V/def2-TZVPD" spin_multiplicity=1 charge=+1 gap_ev=9.575
N -1.519 -0.574 -0.272 -0.698
C -1.270 0.922 -0.066 -0.102
C -1.531 1.847 -1.389 -0.058
O -0.605 1.609 -2.388 -0.748
C 0.216 1.180 0.047 -0.626
S 1.119 0.676 1.526 0.120
S 1.905 -1.225 1.191 -0.134
H -2.141 -0.720 -1.042 0.459
H -1.582 -1.016 0.659 0.470
H -0.625 -1.035 -0.515 0.469
H -1.881 1.428 0.670 0.250
H -1.492 2.904 -1.080 0.198
H -2.554 1.702 -1.746 0.175
H -0.607 2.246 -3.146 0.515
H 0.679 0.795 -0.880 0.266
H 0.578 2.252 0.026 0.283
H 3.035 -0.718 0.706 0.151
H -0.963 -3.229 -1.643 0.492
H -1.007 -3.916 -0.258 0.505
O -1.223 -3.106 -0.727 -0.985

Model B:
20
Properties=species:S:1:pos:R:3:nbo_charge:R:1 method="wB97M-V/def2-TZVPD" spin_multiplicity=1 charge=+1 gap_ev=10.150
N -0.246 0.587 0.699 -0.728
C 0.033 -0.321 -0.491 -0.082
C -1.108 -0.111 -1.481 -0.099
O -1.337 1.315 -1.599 -0.738
C 0.262 -1.781 -0.183 -0.565
S 1.172 -2.137 1.358 0.141
S 0.131 -1.511 2.929 -0.102
H -1.101 1.116 0.536 0.441
H 0.552 1.227 0.724 0.476
H -0.319 0.075 1.591 0.429
H 0.915 0.144 -0.921 0.235
H -2.005 -0.703 -1.284 0.196
H -0.728 -0.327 -2.482 0.216
H -2.283 1.516 -1.627 0.495
H -0.683 -2.327 -0.134 0.233
H 0.882 -2.218 -0.966 0.273
H -0.866 -2.419 3.012 0.150
H 1.932 3.098 -0.439 0.501
H 2.852 2.384 0.544 0.500
O 1.945 2.391 0.214 -0.976

What should be chosen as the least stable of them? Choose model A.